ORCA calculation (the ωB97M-V functional and the def2-TZVPD basis) on a molecular structure, C17H15BCl3F4N6O3PdSi.

Geometry as XYZ:
```
51
C17H15BCl3F4N6O3PdSi (the ωB97M-V functional and the def2-TZVPD basis)
Pd -0.939 -1.995 1.045
C 3.068 -3.289 -0.495
C 1.689 -3.194 -0.483
N 1.055 -2.074 -0.120
C 1.790 -0.994 0.110
C 3.180 -0.958 0.018
C 3.822 -2.163 -0.212
C 3.934 0.283 0.263
C 3.648 1.545 -0.068
C 2.683 2.095 -1.048
C 2.417 3.459 -1.063
C 1.560 3.942 -2.037
N 1.013 3.160 -2.963
C 1.343 1.872 -2.877
N 2.139 1.306 -1.977
H 3.540 -4.236 -0.723
H 1.065 -4.040 -0.740
H 1.261 -0.113 0.434
H 4.906 -2.217 -0.192
H 4.857 0.143 0.823
H 4.287 2.306 0.371
H 2.862 4.122 -0.330
H 1.298 4.995 -2.088
H 0.912 1.210 -3.623
O -1.684 -1.643 3.425
N -0.542 -1.611 3.886
O 0.361 -1.706 3.019
F -4.170 -3.440 -1.167
B -3.675 -2.183 -0.844
F -2.262 -2.106 -1.166
F -4.352 -1.170 -1.591
F -3.825 -1.915 0.538
N -3.948 2.170 -1.593
C -3.151 2.947 -0.832
O -3.106 4.167 -0.925
C -2.306 2.227 0.181
C -1.916 2.919 1.315
C -1.117 2.286 2.250
C -0.730 0.980 2.015
N -1.095 0.307 0.920
C -1.865 0.918 0.019
H -4.528 2.622 -2.276
H -4.054 1.169 -1.451
H -2.237 3.946 1.439
H -0.797 2.793 3.151
H -0.100 0.446 2.714
H -2.100 0.347 -0.871
Cl -2.520 -4.985 2.656
Si -1.069 -4.260 1.394
Cl 0.719 -5.068 2.149
Cl -1.324 -5.322 -0.376
```

Values from the calculation:
HOMO   -5.504 eV
E_tot   -3433.80133 hartree
Charge   -1
Strongest force on any atom   0.8 eV/A
Energy above the lowest of the compared OMol25 structures with the same formula, charge and spin   6.55 kcal per mole
Gap between HOMO and LUMO   6.97 eV

Here are the Löwdin charges for atoms 1 to 6, given in e: 0.65, -0.05, -0.16, 0.02, -0.09, -0.20

ORCA calculation (the ωB97M-V functional and the def2-TZVPD basis) on a molecular structure, C17H15BClCrF4N4O2S.

Geometry as XYZ:
```
46
C17H15BClCrF4N4O2S (the ωB97M-V functional and the def2-TZVPD basis)
Cr 2.001 0.236 -0.163
N -4.460 4.717 -0.376
C -3.680 3.652 -0.844
C -4.203 2.361 -0.885
C -3.416 1.301 -1.304
C -2.106 1.528 -1.691
C -1.569 2.810 -1.651
C -2.353 3.865 -1.226
S -1.075 0.195 -2.220
O -1.911 -0.951 -2.459
O -0.251 0.682 -3.292
N -0.069 -0.042 -0.969
C -0.490 -0.498 0.222
N -1.754 -0.800 0.558
C -1.933 -1.275 1.780
C -0.912 -1.462 2.706
C 0.352 -1.074 2.302
N 0.560 -0.589 1.090
H -5.452 4.591 -0.494
H -4.157 5.623 -0.693
H -5.229 2.190 -0.579
H -3.802 0.291 -1.333
H -0.543 2.972 -1.956
H -1.937 4.865 -1.187
H -2.959 -1.519 2.042
H -1.092 -1.867 3.689
H 1.213 -1.128 2.957
F 1.619 2.542 0.098
B 2.525 2.882 -0.957
F 2.984 1.557 -1.417
F 3.603 3.582 -0.481
F 1.867 3.515 -1.981
Cl 3.828 -1.955 3.116
C 3.097 -2.890 1.822
C 2.486 -4.084 2.176
C 1.857 -4.850 1.211
C 1.858 -4.398 -0.105
C 2.477 -3.209 -0.437
C 3.121 -2.392 0.514
C 3.673 -1.090 0.128
H 2.505 -4.400 3.211
H 1.370 -5.777 1.483
H 1.368 -4.973 -0.881
H 2.449 -2.863 -1.464
H 4.103 -1.137 -0.878
H 4.435 -0.731 0.818
```

Values from the calculation:
HOMO (alpha / beta)   -4.785 / -4.998 eV
Expectation value of S²   6.02
E_tot   -3353.87099 hartree
Charge   -1
Strongest force on any atom   0.2 eV/A
Energy above the lowest of the compared OMol25 structures with the same formula, charge and spin   3.26 kcal per mole
Gap between HOMO and LUMO (alpha / beta)   7.53 / 7.73 eV
Multiplicity   5

Here are the Löwdin charges for atoms 1 to 6, given in e: 0.87, 0.08, -0.33, -0.04, -0.07, -0.29

ORCA calculation (the ωB97M-V functional and the def2-TZVPD basis) on a molecular structure, C17H15BrCl3N3O7PmS in a non-equilibrium geometry.

Geometry as XYZ:
```
48
C17H15BrCl3N3O7PmS (the ωB97M-V functional and the def2-TZVPD basis)
Pm -0.650 0.400 0.430
Cl 1.712 0.223 -1.517
C 1.513 1.230 -2.926
C 2.508 1.201 -3.884
C 2.405 1.980 -5.023
C 1.285 2.781 -5.191
C 0.294 2.792 -4.233
Cl -1.085 3.781 -4.507
C 0.353 2.023 -3.046
S -0.925 2.061 -1.896
H 3.365 0.565 -3.734
H 3.184 1.962 -5.769
H 1.177 3.398 -6.071
O -0.815 -2.106 1.231
C -1.537 -3.052 0.482
C -1.422 -2.831 -1.008
C -1.857 -3.807 -1.901
C -1.793 -3.561 -3.258
C -1.307 -2.333 -3.677
C -0.890 -1.424 -2.721
N -0.928 -1.660 -1.412
H 0.114 -2.450 1.402
H -2.598 -2.923 0.746
H -1.233 -4.078 0.731
H -2.236 -4.740 -1.515
H -2.117 -4.303 -3.974
H -1.253 -2.071 -4.720
H -0.516 -0.456 -3.024
Br -3.333 -0.064 0.265
C 3.053 2.457 2.812
N 2.817 1.068 2.494
C 3.508 0.055 3.072
C 3.208 -1.236 2.834
C 2.071 -1.543 1.994
O 1.657 -2.701 1.819
N 1.452 -0.501 1.384
C 1.786 0.768 1.615
O 1.202 1.689 1.019
H 3.842 2.530 3.560
H 2.123 2.890 3.190
H 3.345 2.995 1.908
H 4.322 0.354 3.721
H 3.757 -2.042 3.288
O -0.030 2.470 3.389
Cl -1.170 1.814 2.857
O -0.884 0.409 2.744
O -2.279 2.015 3.700
O -1.447 2.294 1.539
```

Values from the calculation:
HOMO (alpha / beta)   -4.730 / -4.746 eV
Expectation value of S²   6.00
E_tot   -6308.99571 hartree
Charge   -1
Strongest force on any atom   3.7 eV/A
Energy above the lowest of the compared OMol25 structures with the same formula, charge and spin   19.05 kcal per mole
Gap between HOMO and LUMO (alpha / beta)   7.27 / 7.28 eV
Multiplicity   5

Here are the Löwdin charges for atoms 1 to 6, given in e: 1.21, 0.77, -0.64, -0.13, -0.11, -0.14

ORCA calculation (the ωB97M-V functional and the def2-TZVPD basis) on a single C17H15Cl2N5O2S molecule in a non-equilibrium geometry.

Geometry as XYZ:
```
42
C17H15Cl2N5O2S (the ωB97M-V functional and the def2-TZVPD basis)
C -1.285 -4.891 0.433
C -0.844 -3.677 1.235
O -1.303 -2.468 0.620
C -2.505 -2.027 0.968
O -3.214 -2.515 1.806
C -2.842 -0.785 0.184
N -3.306 -0.970 -1.041
C -3.609 0.108 -1.752
C -4.220 -0.084 -3.095
N -3.380 1.348 -1.343
C -2.886 1.522 -0.140
S -2.459 3.218 0.282
C -0.746 2.944 0.323
N 0.139 3.888 0.586
N 1.314 3.251 0.484
C 1.108 1.951 0.167
C 2.121 0.934 -0.023
C 3.481 1.231 0.054
C 4.406 0.219 -0.140
Cl 6.088 0.582 -0.045
C 4.008 -1.081 -0.411
C 2.650 -1.358 -0.484
Cl 2.144 -2.965 -0.830
C 1.702 -0.369 -0.291
N -0.191 1.741 0.061
C -2.646 0.477 0.752
C -2.184 0.655 2.157
H -0.923 -4.816 -0.589
H -0.886 -5.794 0.887
H -2.371 -4.953 0.418
H -1.238 -3.726 2.255
H 0.244 -3.592 1.256
H -3.882 -1.022 -3.524
H -3.966 0.752 -3.739
H -5.303 -0.124 -2.991
H 2.170 3.759 0.639
H 3.828 2.231 0.257
H 4.737 -1.860 -0.563
H 0.647 -0.587 -0.347
H -1.104 0.513 2.214
H -2.419 1.657 2.511
H -2.662 -0.079 2.803
```

Values from the calculation:
HOMO   -8.753 eV
E_tot   -2399.69416 hartree
Strongest force on any atom   1.0 eV/A
Energy above the lowest of the compared OMol25 structures with the same formula, charge and spin   1.95 kcal per mole
SMILES   CCOC(=O)c1nc(C)nc(Sc2n[nH]c(-c3cc(Cl)cc(Cl)c3)n2)c1C
Gap between HOMO and LUMO   8.58 eV

Here are the Löwdin charges for atoms 1 to 6, given in e: -0.05, -0.22, 0.00, -0.46, 0.14, -0.13

ORCA calculation (the ωB97M-V functional and the def2-TZVPD basis) on a molecular structure, C17H15Cl5NO6V in a non-equilibrium geometry.

Geometry as XYZ:
```
45
C17H15Cl5NO6V (the ωB97M-V functional and the def2-TZVPD basis)
V -0.158 -0.209 -0.716
O -0.064 2.614 1.397
C 0.177 2.218 0.285
O -0.648 1.435 -0.394
C 1.543 2.495 -0.349
C 2.527 1.601 0.457
C 3.967 2.073 0.242
C 4.228 1.595 -1.205
C 2.897 0.915 -1.546
O 2.458 0.368 -0.283
C 1.823 1.997 -1.811
C 0.609 1.388 -2.508
O -0.142 1.983 -3.214
O 0.466 0.070 -2.214
H 1.751 3.554 -0.225
H 2.241 1.446 1.493
H 4.064 3.148 0.371
H 4.629 1.577 0.950
H 4.445 2.408 -1.894
H 5.046 0.880 -1.251
H 2.956 0.135 -2.299
H 2.174 2.804 -2.448
Cl -3.625 0.698 -1.221
C -3.083 -0.885 -1.580
C -1.757 -1.218 -1.342
C -1.330 -2.508 -1.585
Cl 0.351 -2.717 -1.198
C -2.159 -3.502 -2.065
Cl -1.584 -5.095 -2.302
C -3.488 -3.152 -2.335
Cl -4.555 -4.334 -2.951
C -3.952 -1.852 -2.098
Cl -5.576 -1.442 -2.426
C -0.575 0.186 3.580
N -1.337 -0.929 3.015
C -2.271 -1.612 3.900
C -1.188 -1.296 1.784
O -0.395 -0.746 0.952
H -1.086 0.546 4.468
H -0.496 1.001 2.866
H 0.424 -0.150 3.863
H -1.743 -1.973 4.781
H -2.738 -2.454 3.394
H -3.044 -0.914 4.221
H -1.782 -2.146 1.442
```

Values from the calculation:
HOMO (alpha / beta)   -11.996 / -11.996 eV
Expectation value of S²   0.76
E_tot   -4407.77797 hartree
Charge   +1
Strongest force on any atom   4.2 eV/A
Energy above the lowest of the compared OMol25 structures with the same formula, charge and spin   24.00 kcal per mole
Gap between HOMO and LUMO (alpha / beta)   7.66 / 8.19 eV
Multiplicity   2

Here are the Löwdin charges for atoms 1 to 6, given in e: 0.96, 0.13, -0.49, -0.12, -0.05, -0.24

ORCA calculation (the ωB97M-V functional and the def2-TZVPD basis) on a molecular structure, C17H15ClN5O2SW.

Geometry as XYZ:
```
42
C17H15ClN5O2SW (the ωB97M-V functional and the def2-TZVPD basis)
W 1.307 -0.705 -0.545
N 2.557 0.315 3.213
C 2.380 -1.036 3.560
C 2.588 -1.701 4.758
C 2.335 -3.060 4.740
C 1.901 -3.718 3.579
C 1.695 -3.044 2.387
C 1.937 -1.680 2.406
N 1.844 -0.697 1.390
C 2.245 0.479 1.948
C 2.281 1.632 1.068
C 2.682 2.916 1.204
S 2.539 3.742 -0.290
C 1.950 2.356 -1.030
N 1.850 1.310 -0.218
H 2.884 1.040 3.841
H 2.932 -1.200 5.652
H 2.483 -3.636 5.643
H 1.734 -4.786 3.617
H 1.390 -3.582 1.498
H 3.061 3.422 2.080
H 1.691 2.327 -2.080
Cl 2.505 -1.915 -1.917
O -2.661 4.201 -3.860
C -3.441 3.060 -4.100
N -2.965 2.103 -3.102
C -3.227 0.788 -3.213
O -3.833 0.241 -4.100
C -2.596 -0.115 -2.163
C -3.284 -1.261 -1.768
C -2.687 -2.170 -0.902
C -1.388 -1.965 -0.500
N -0.691 -0.859 -0.921
C -1.312 0.059 -1.723
H -3.060 4.964 -4.297
H -3.265 2.625 -5.085
H -4.507 3.255 -3.962
H -2.767 2.509 -2.200
H -4.281 -1.428 -2.161
H -3.215 -3.051 -0.564
H -0.861 -2.662 0.142
H -0.731 0.923 -2.026
```

Values from the calculation:
HOMO (alpha / beta)   -17.226 / -17.226 eV
Expectation value of S²   2.01
E_tot   -2005.57575 hartree
Charge   +3
Strongest force on any atom   0.4 eV/A
Energy above the lowest of the compared OMol25 structures with the same formula, charge and spin   0.00 kcal per mole
Gap between HOMO and LUMO (alpha / beta)   5.34 / 5.32 eV
Multiplicity   3

Here are the Löwdin charges for atoms 1 to 6, given in e: 1.40, 0.26, -0.14, 0.05, 0.00, -0.01

ORCA calculation (the ωB97M-V functional and the def2-TZVPD basis) on a molecular structure, C17H15F3IrN5O3S5 in a non-equilibrium geometry.

Geometry as XYZ:
```
49
C17H15F3IrN5O3S5 (the ωB97M-V functional and the def2-TZVPD basis)
Ir -0.263 -0.099 -0.161
O 1.648 -0.348 1.074
N 2.746 -0.293 0.475
N 2.742 -0.294 -0.798
O 1.633 -0.395 -1.478
C 3.988 -0.163 -1.440
C 4.066 -0.076 -2.826
C 5.308 0.053 -3.421
C 6.456 0.089 -2.644
C 6.367 0.035 -1.258
C 5.136 -0.094 -0.649
H 3.163 -0.099 -3.414
H 5.381 0.130 -4.494
H 7.424 0.150 -3.115
H 7.258 0.096 -0.653
H 5.046 -0.139 0.424
O -3.621 6.082 -0.412
C -2.969 5.094 -0.416
S -2.634 4.114 -1.872
C -1.696 2.856 -1.090
C -1.503 3.004 0.278
S -0.626 1.953 1.285
S -2.201 4.405 1.041
S -1.086 1.581 -2.022
F -2.275 -5.638 3.961
C -2.407 -4.376 4.376
F -1.798 -4.280 5.564
F -3.711 -4.161 4.583
C -1.837 -3.385 3.388
C -1.075 -3.810 2.309
C -0.572 -2.847 1.452
N -0.795 -1.550 1.620
C -1.489 -1.143 2.672
C -2.045 -2.026 3.585
H -0.875 -4.856 2.149
H 0.026 -3.137 0.599
H -1.610 -0.078 2.802
H -2.613 -1.660 4.425
C -2.541 -4.087 -3.967
N -2.761 -3.218 -2.831
C -1.936 -2.270 -2.399
N -0.794 -1.986 -3.023
S -2.371 -1.454 -0.972
H -3.261 -4.900 -3.931
H -1.538 -4.515 -3.919
H -2.670 -3.550 -4.910
H -3.608 -3.346 -2.295
H -0.577 -2.346 -3.937
H -0.190 -1.273 -2.634
```

Values from the calculation:
HOMO (alpha / beta)   -10.686 / -10.966 eV
Expectation value of S²   1.13
E_tot   -3550.84872 hartree
Charge   +1
Strongest force on any atom   2.4 eV/A
Energy above the lowest of the compared OMol25 structures with the same formula, charge and spin   102.01 kcal per mole
Gap between HOMO and LUMO (alpha / beta)   6.08 / 5.89 eV
Multiplicity   2

Here are the Löwdin charges for atoms 1 to 6, given in e: 0.85, -0.21, -0.02, -0.22, -0.24, -0.18

ORCA calculation (the ωB97M-V functional and the def2-TZVPD basis) on a molecular structure, C17H15F3LuN8O4S3.

Geometry as XYZ:
```
51
C17H15F3LuN8O4S3 (the ωB97M-V functional and the def2-TZVPD basis)
Lu 0.133 0.655 0.044
O 0.914 0.092 -1.904
N 1.501 -1.014 -2.335
C 2.204 -0.905 -3.483
C 2.830 -1.988 -4.029
C 2.725 -3.216 -3.360
C 2.018 -3.298 -2.194
C 1.377 -2.172 -1.626
S 0.501 -2.190 -0.174
H 2.199 0.095 -3.890
H 3.382 -1.877 -4.950
H 3.205 -4.099 -3.762
H 1.926 -4.230 -1.656
S -0.287 -0.134 2.640
C -1.081 1.414 2.665
S -0.359 2.715 1.784
C -2.322 1.564 3.275
C -2.992 2.817 3.343
N -3.565 3.815 3.408
C -3.027 0.449 3.799
N -3.665 -0.441 4.169
N -4.943 -1.755 1.457
C -4.224 -1.218 0.422
C -2.896 -0.794 0.650
N -2.171 -0.260 -0.312
C -2.731 -0.162 -1.534
C -4.012 -0.617 -1.743
N -4.776 -1.137 -0.779
H -4.662 -1.480 2.392
H -5.936 -1.792 1.298
H -2.437 -0.900 1.623
H -2.149 0.306 -2.314
H -4.457 -0.542 -2.729
F 1.198 4.514 -1.955
C 1.141 3.178 -2.047
F 1.620 2.690 -0.866
F 2.009 2.809 -2.996
C -0.313 2.682 -2.310
O -0.781 2.953 -3.397
O -0.838 2.074 -1.329
C 3.371 -1.507 2.322
N 3.483 -0.079 2.556
C 2.850 0.821 1.778
N 2.855 2.120 2.190
O 2.320 0.486 0.703
H 4.350 -1.981 2.402
H 2.975 -1.661 1.322
H 2.677 -1.961 3.031
H 3.825 0.238 3.446
H 2.946 2.279 3.181
H 2.091 2.645 1.779
```

Values from the calculation:
HOMO   -5.217 eV
E_tot   -4125.88375 hartree
Charge   -1
Strongest force on any atom   0.6 eV/A
Energy above the lowest of the compared OMol25 structures with the same formula, charge and spin   0.00 kcal per mole
Gap between HOMO and LUMO   7.55 eV

Here are the Löwdin charges for atoms 1 to 6, given in e: 1.33, -0.30, -0.18, -0.01, -0.07, -0.09